Computed, not measured: a 9-piece molecular cluster, C27H53N3O18 overall, with the ωB97M-V functional and the def2-TZVPD basis.

```
101
Properties=species:S:1:pos:R:3:forces:R:3
C -8.01681 1.34669 -1.37032 0.99 -1.46 0.83
O -7.71632 1.34529 -2.75507 0.67 -1.72 -3.00
C -7.18529 0.20896 -3.39945 -0.78 -2.25 1.41
O -6.89221 -0.85959 -2.82443 -0.66 3.50 -1.73
O -7.18421 0.36728 -4.78298 -0.10 1.34 2.87
C -6.89911 -0.72316 -5.61138 0.01 -1.42 -1.21
H -7.09791 1.66107 -0.87544 -0.45 0.81 0.33
H -8.16118 0.35777 -0.93525 -0.09 -0.44 -0.57
H -8.94945 1.86691 -1.15209 0.49 0.59 -0.40
H -5.85707 -0.99407 -5.78122 0.34 0.44 0.76
H -7.24321 -0.47581 -6.61564 -0.26 0.42 0.18
H -7.40876 -1.65257 -5.35730 -0.14 0.19 0.53
C 2.44426 5.34820 2.14683 -1.78 0.18 -0.13
O 3.74825 4.96987 2.44137 2.10 0.19 -0.01
C 4.01580 3.78123 2.98118 -1.30 -0.71 0.41
O 3.11525 3.07615 3.42213 2.34 0.35 -0.37
O 5.37557 3.57163 2.90242 -1.13 0.46 -0.07
C 6.00651 2.66585 3.80909 -1.17 -0.44 1.31
H 2.39752 6.42643 1.99400 0.53 -0.09 -0.17
H 1.70938 5.16037 2.92962 0.32 -0.40 0.27
H 2.08813 4.84187 1.24966 0.06 -0.01 -0.08
H 6.06131 1.63434 3.46111 0.13 0.23 -0.53
H 5.39069 2.61570 4.70705 -0.11 -0.06 0.11
H 6.97160 3.02456 4.16692 0.00 0.28 -0.74
C -0.35463 -2.71864 -6.13789 -1.56 -0.80 0.17
O 0.40938 -3.64517 -6.94736 2.04 3.22 2.83
C -0.22193 -4.45270 -7.66822 -2.73 -3.42 -3.10
O -1.42602 -4.46502 -7.92058 1.81 -0.08 0.35
O 0.70209 -5.35637 -8.13678 0.87 1.00 0.54
C 0.38636 -6.38547 -9.04414 -1.45 -0.48 0.10
H -0.98960 -3.30592 -5.47456 0.13 -0.25 0.14
H -1.10225 -2.20358 -6.74112 0.52 0.36 -0.25
H 0.22864 -2.07128 -5.48306 0.58 -0.21 -0.80
H -0.00185 -5.96778 -9.97308 -0.34 -0.17 0.11
H -0.30313 -7.04400 -8.51590 -0.61 0.02 -0.53
H 1.19657 -7.06580 -9.30650 0.75 0.81 0.43
C 4.08051 -2.41826 6.49326 -0.52 -0.57 -1.95
O 5.11499 -2.97220 7.26217 1.18 -0.47 1.42
C 5.96327 -3.94115 6.82516 -0.91 -0.09 -3.63
O 6.04826 -4.35593 5.65571 -0.36 1.04 2.71
O 6.69263 -4.33807 7.83313 -0.27 0.48 1.75
C 7.70470 -5.30513 7.70452 1.45 -0.02 -0.47
H 3.27697 -3.14312 6.36291 0.00 -0.13 0.05
H 4.44111 -2.17231 5.49446 0.08 -0.02 -0.07
H 3.61565 -1.51417 6.88646 0.70 -0.15 0.76
H 8.04975 -5.30330 6.67058 -0.35 -0.79 -0.04
H 7.48070 -6.25726 8.18554 -0.80 -0.12 -0.73
H 8.59430 -5.02824 8.27023 -0.20 0.84 0.22
C -6.05422 7.67826 2.39562 1.41 -0.45 0.75
O -7.29203 8.28431 2.36161 -2.10 1.61 -0.99
C -8.33866 7.92295 3.09521 0.68 -3.64 1.77
O -8.32127 7.04987 3.97529 0.13 1.92 -1.36
O -9.42466 8.49224 2.63895 -0.65 1.30 -0.33
C -10.68731 8.29290 3.29024 -0.45 0.47 0.00
H -5.39803 8.33903 2.96210 0.14 -0.39 0.49
H -5.58790 7.66626 1.41048 -0.61 -0.16 -0.26
H -6.12766 6.67239 2.80907 0.24 0.10 0.10
H -11.07896 7.29519 3.09203 0.24 0.01 0.31
H -11.38092 9.02597 2.87838 0.25 -0.12 -0.67
H -10.72137 8.58899 4.33869 0.72 -0.66 0.20
C 9.07370 -1.90528 -1.37438 -1.06 -1.72 -0.16
O 7.65032 -2.16331 -1.24975 0.27 0.41 0.07
C 6.84314 -0.99952 -1.36473 -1.06 -0.17 -0.63
C 5.30327 -1.24994 -1.09479 0.87 -0.94 0.20
O 4.55762 -2.07771 -1.99819 0.29 2.65 -0.46
C 4.62376 -3.43434 -1.89102 0.45 -0.97 1.94
C 3.90417 -4.00138 -0.61987 0.66 -1.30 -1.09
O 2.64028 -3.51213 -0.30705 -0.84 0.67 -0.10
C 2.04426 -4.19754 0.77058 0.88 -0.67 0.99
H 9.34474 -1.34064 -2.26646 -0.21 0.68 0.31
H 9.46826 -2.89824 -1.58993 0.16 -0.09 0.16
H 9.50995 -1.60789 -0.42077 -0.05 0.63 -0.18
H 6.97545 -0.59973 -2.37009 -0.02 0.25 -0.18
H 7.16112 -0.25001 -0.64001 -0.01 0.22 0.16
H 4.72661 -0.32595 -1.05219 0.47 0.23 -0.22
H 5.29365 -1.64276 -0.07808 -0.33 -0.38 0.17
H 5.65818 -3.71878 -1.69814 0.30 -0.39 -0.21
H 4.34947 -3.87896 -2.84766 -0.54 0.05 0.21
H 4.59208 -4.02502 0.22530 0.03 0.77 0.42
H 3.84869 -5.06660 -0.84422 -0.28 -0.54 -0.13
H 2.66787 -4.14885 1.66324 0.40 0.44 0.24
H 2.01273 -5.27831 0.63256 -0.36 -0.21 -0.65
H 1.07146 -3.84851 1.11689 -0.02 0.40 -0.86
C -0.47438 0.66109 0.64402 0.45 -0.17 -0.48
C -1.41832 1.32917 1.53342 -2.32 1.02 1.90
N -2.18271 1.87622 2.24140 2.24 -1.55 -2.05
H -0.08561 1.40881 -0.04726 0.30 -0.01 0.16
H -0.85361 -0.13650 0.00518 -0.80 0.19 0.20
H 0.32769 0.14959 1.17614 0.12 0.52 0.28
C -2.87919 4.56600 -6.22677 -0.35 0.05 0.84
C -3.02838 4.47971 -4.74047 0.29 -0.06 -0.93
N -3.13443 4.42996 -3.59793 0.00 0.00 -0.20
H -1.83399 4.64529 -6.52570 -0.07 0.03 0.20
H -3.42632 5.44914 -6.55663 0.11 -0.02 -0.08
H -3.31973 3.69421 -6.71052 0.02 0.00 0.16
C -5.55317 -2.13418 4.06028 0.71 -0.63 0.13
C -4.36134 -2.63060 4.85406 2.64 -0.51 1.22
N -3.39169 -2.98836 5.44292 -3.92 1.33 -2.28
H -6.16047 -2.98693 3.75676 -0.16 -0.05 0.48
H -5.29100 -1.69386 3.09826 0.64 0.14 0.23
H -6.14037 -1.38983 4.59810 0.11 -0.28 0.21
```
Positions in Å, forces in eV/Å.

Properties
HOMO level = -9.484 eV
SMILES = COC(=O)OC.COC(=O)OC.COC(=O)OC.COC(=O)OC.COC(=O)OC.COCCOCCOC.CC#N.CC#N.CC#N
HOMO-LUMO gap = 9.697 eV

Computed, not measured: a 4-piece molecular cluster, C4H14NO5 overall, with the ωB97M-V functional and the def2-TZVPD basis.

```
24
Properties=species:S:1:pos:R:3:forces:R:3
C 0.95594 -0.38188 0.43808 -1.68 -1.78 -0.64
O 1.97074 0.22237 -0.04755 2.86 2.65 -1.30
C -0.43694 0.42084 0.14590 1.02 -1.69 -0.10
C -1.04921 -0.23413 -1.08084 1.13 0.23 -1.42
C -2.28345 0.44130 -1.48203 -2.51 0.41 -1.99
O -2.68467 0.69505 -2.63105 1.14 -0.52 2.23
N -0.12764 1.81011 -0.15472 -3.15 -0.14 -2.44
H 1.05377 -1.42432 -0.04942 -1.76 0.15 0.72
H 1.01957 -0.52261 1.49386 -0.25 -0.35 1.82
H -1.15495 0.36293 0.99189 0.42 0.05 -0.22
H -0.36620 -0.04606 -1.93268 0.10 -0.23 0.32
H -1.13792 -1.34594 -1.08898 -0.22 0.75 0.59
H -2.95072 0.70638 -0.63462 0.01 0.16 -0.05
H 0.17074 1.94960 -1.13595 -0.31 -0.50 0.83
H 0.61463 2.13770 0.34454 2.68 0.57 1.87
H -0.58563 -3.46647 1.84324 0.10 0.08 -0.07
H 0.83567 -4.04802 1.75530 -1.08 -0.16 -0.03
O -0.11359 -4.30429 1.81381 1.00 0.14 0.06
H -0.86791 3.83556 1.66726 -0.21 0.57 0.53
H -1.61016 2.90063 0.95853 -0.42 -0.93 -0.93
O -1.79829 3.57631 1.60928 0.68 0.39 0.32
H 4.18029 -1.21417 -0.60492 2.20 0.33 2.61
H 2.77622 -0.78941 -0.93141 0.64 0.54 0.16
O 3.58972 -1.28148 -1.28753 -2.40 -0.73 -2.88
```
Positions in Å, forces in eV/Å.

Properties
HOMO level = -3.944 eV
Total charge = -1
HOMO-LUMO gap = 7.321 eV

Computed, not measured: C4HBeO2 as an isolated structure, with the ωB97M-V functional and the def2-TZVPD basis.

```
8
Properties=species:S:1:pos:R:3:forces:R:3
O -1.06041 1.14485 -0.19390 -1.34 -0.59 -1.52
C 2.30641 -0.32823 2.10694 -0.19 -0.02 -0.10
C 1.55960 -0.08514 1.09631 -0.12 0.96 -1.21
C 0.86324 0.25155 0.01746 -0.78 -2.98 -0.11
C -0.36307 -0.01037 -0.55609 4.76 5.12 4.26
O -0.85995 -1.03461 -1.05920 5.89 5.06 -4.31
Be -1.73915 -1.81605 -0.69343 -8.02 -7.50 2.79
H -0.70668 1.87800 -0.71810 -0.20 -0.04 0.21
```
Positions in Å, forces in eV/Å.

Properties
Spin multiplicity = 2
HOMO level (alpha / beta) = -8.374 / -8.627 eV
HOMO-LUMO gap (alpha / beta) = 7.129 / 7.380 eV

Computed, not measured: C7H20BF4O5Rb as an isolated structure, with the ωB97M-V functional and the def2-TZVPD basis.

```
38
Properties=species:S:1:pos:R:3:forces:R:3
Rb 6.32081 -0.77632 13.53351 0.04 0.05 0.23
B 7.78381 -2.13307 20.01332 1.09 -0.82 0.13
F 9.08072 -1.62847 20.04106 0.88 0.40 -0.35
F 6.97776 -1.39070 20.76312 -1.95 2.34 1.95
F 7.27187 -2.16325 18.74438 -0.40 0.04 -2.47
F 7.77669 -3.40472 20.52532 0.29 -1.88 0.45
C 4.56005 2.99090 18.70127 0.29 0.13 -0.07
C 3.88948 2.82628 17.29633 0.10 0.56 0.90
O 4.72878 3.13171 16.17191 -0.01 -0.39 0.42
O 4.66155 4.36361 19.07887 0.08 0.30 -0.50
H 5.56951 2.58230 18.74743 0.06 0.01 -0.45
H 4.06643 2.53704 19.56060 -0.60 -0.77 -0.60
H 3.08244 3.55866 17.27627 -0.38 -0.14 0.13
H 3.45410 1.83767 17.15075 0.25 -0.08 0.05
H 4.67568 4.08157 16.04326 0.20 0.05 0.04
H 3.82322 4.58416 19.49139 0.04 0.23 0.04
C 9.42851 -0.25314 8.74833 2.10 0.54 -0.08
C 9.78152 1.21524 9.14523 -0.65 0.12 -0.06
O 9.30089 1.58716 10.42418 -0.27 -0.37 0.48
O 9.78010 -1.17354 9.80562 -1.50 0.42 0.30
H 10.02470 -0.56708 7.89153 0.11 0.42 -0.30
H 8.40959 -0.29078 8.36299 -0.30 -0.53 0.99
H 9.25272 1.93331 8.51845 0.13 -0.30 -0.57
H 10.83883 1.47688 9.10369 0.23 -0.48 -0.25
H 9.80368 1.09698 11.07881 0.06 -0.12 0.09
H 10.68288 -1.49744 9.76464 0.02 0.28 -0.52
C -0.34933 1.53759 11.85601 -0.24 -1.00 0.16
C -0.04762 0.01060 11.92349 -3.05 1.81 -1.17
C -1.01484 -0.69552 10.95444 -1.16 -0.93 1.79
O 1.20079 -0.21601 11.42503 2.41 -0.38 0.16
H -1.26289 1.77853 12.39957 0.15 0.08 0.27
H -0.59429 1.76196 10.81786 0.49 0.45 -0.14
H 0.52094 2.05373 12.26139 -0.22 0.37 -0.20
H -0.21872 -0.25165 12.96754 0.60 -0.76 -0.14
H -2.04197 -0.45017 11.22448 -0.18 0.33 -0.23
H -0.99202 -1.76389 11.16931 0.32 -0.21 -0.36
H -0.88011 -0.53890 9.88420 0.37 0.33 0.16
H 1.13903 0.20164 10.56285 0.59 -0.09 -0.30
```
Positions in Å, forces in eV/Å.

Properties
HOMO level = -9.099 eV
HOMO-LUMO gap = 7.179 eV

Computed, not measured: a 2-piece molecular cluster, C3H7NO overall, with the ωB97M-V functional and the def2-TZVPD basis.

```
12
Properties=species:S:1:pos:R:3:forces:R:3
C -4.46686 1.96068 -0.34515 -0.29 0.32 -0.23
N -3.68446 0.98031 -0.30420 0.06 -0.16 0.47
C -2.47450 1.05588 -1.09277 0.52 -0.42 0.07
H -5.36849 1.98430 0.26562 0.07 -0.22 0.03
H -4.32662 2.84197 -0.99038 0.18 -0.11 0.01
H -1.69169 1.57206 -0.53186 -0.24 0.55 -0.11
H -2.66493 1.48709 -2.07296 0.25 0.30 -0.10
H -1.99565 0.08392 -1.22239 -0.55 -0.26 -0.15
C 5.72272 -2.24083 1.04563 -1.13 0.32 0.10
O 4.62077 -1.83497 0.78467 -0.03 0.10 -0.16
H 6.56854 -1.54624 0.95744 0.45 -0.37 0.06
H 5.79705 -3.27374 1.41407 0.71 -0.04 -0.01
```
Positions in Å, forces in eV/Å.

Properties
HOMO level = -9.585 eV
SMILES = C=NC.C=O
HOMO-LUMO gap = 10.517 eV

Computed, not measured: an isolated ion of composition C3H8F2NO and charge +1, with the ωB97M-V functional and the def2-TZVPD basis.

```
15
Properties=species:S:1:pos:R:3:forces:R:3
C 0.24587 0.78755 -1.19712 3.00 2.09 2.53
N 0.41043 -0.11214 0.04186 -2.83 -0.80 -1.84
C 0.42120 -1.55810 -0.27754 -1.63 -1.32 2.44
F 1.57536 0.11009 0.56773 3.11 1.32 1.50
C -0.69734 0.23872 1.05056 -0.05 -2.64 -0.03
O -0.34234 1.40103 1.53780 -0.27 1.09 0.50
F -1.77965 0.08184 0.25495 -0.82 1.32 -0.04
H 0.44560 1.86099 -0.83976 -0.48 -1.64 -0.30
H 1.09765 0.55801 -1.80040 0.19 -0.40 -0.71
H -0.68616 0.73213 -1.63173 -1.83 -0.62 -0.89
H 0.77571 -2.19240 0.72177 -0.78 1.80 -2.96
H -0.63966 -1.78610 -0.53765 0.89 -0.22 0.24
H 1.00276 -1.61321 -1.15677 0.99 -0.77 -0.61
H -0.83858 -0.62110 1.74619 0.87 0.80 0.17
H -0.99086 2.11270 1.52013 -0.36 -0.01 0.01
```
Positions in Å, forces in eV/Å.

Properties
HOMO level = -16.987 eV
SMILES = C[N+](C)(F)[C@@H](O)F
Total charge = +1
HOMO-LUMO gap = 14.043 eV

Computed, not measured: one molecule with the formula C5H5ClN4, with the ωB97M-V functional and the def2-TZVPD basis.

```
15
Properties=species:S:1:pos:R:3:forces:R:3
C 2.33904 0.86195 0.04594 0.23 1.74 -3.43
C 0.87419 0.95520 0.09584 0.24 0.78 0.90
N 0.11758 2.09095 0.16871 0.68 -0.73 0.17
N -1.15196 1.81262 0.16226 -2.06 1.21 -0.35
N -1.31972 0.53425 0.08902 7.55 -2.13 0.19
C 0.14608 -0.16624 0.05670 -5.06 2.09 -0.35
C -0.15396 -1.51930 -0.13979 0.19 0.46 1.31
C -1.51186 -1.62699 -0.09876 2.97 -1.08 -0.56
N -2.12832 -0.47455 -0.07822 -3.71 2.11 -0.02
Cl -3.79192 -0.23265 0.00153 -0.14 -0.13 0.03
H 2.90282 1.69176 0.47972 -0.19 -0.46 0.41
H 2.60152 -0.13598 0.31470 0.80 -0.39 0.37
H 2.49890 0.99650 -1.10761 0.46 -0.49 1.86
H 0.56365 -2.26874 0.11662 0.00 -0.66 -0.50
H -1.98603 -2.51877 -0.10667 -1.95 -2.32 -0.02
```
Positions in Å, forces in eV/Å.

Properties
HOMO level = -8.181 eV
SMILES = Cc1nnn2c1ccn2Cl
HOMO-LUMO gap = 8.392 eV

Computed, not measured: C16H20BF3N3O7P2Pt as an isolated structure, with the ωB97M-V functional and the def2-TZVPD basis.

```
53
Properties=species:S:1:pos:R:3:forces:R:3
Pt -0.17023 -1.16766 -0.14365 0.19 -0.01 0.12
C 2.50500 -2.90981 -1.51693 -0.03 -0.03 0.01
P 2.00778 -1.33066 -0.76111 -0.13 0.11 0.05
C 2.76916 -0.09680 -1.85374 0.02 -0.01 -0.03
C 2.97932 -1.23080 0.78578 0.03 -0.01 -0.02
C 4.37084 -1.31055 0.78990 0.00 0.00 0.00
C 5.07956 -1.22035 1.97554 0.00 0.00 0.00
C 4.39689 -1.04782 3.17369 0.00 0.00 0.00
C 3.01454 -0.96923 3.17615 0.00 0.00 0.00
C 2.29060 -1.06013 1.98848 -0.01 0.00 0.03
P 0.44603 -0.99500 1.96297 0.11 -0.04 0.00
C 0.02231 -2.41541 3.03088 -0.01 -0.01 -0.02
C 0.03991 0.43082 2.99603 -0.01 0.00 -0.05
H 3.56812 -2.94500 -1.76444 0.00 0.02 0.01
H 1.90695 -3.03370 -2.42130 0.01 -0.02 -0.01
H 2.25671 -3.72643 -0.84004 0.00 0.00 0.00
H 3.83591 -0.28152 -2.00175 0.00 0.00 0.01
H 2.59834 0.89725 -1.44540 0.01 0.01 0.02
H 2.25314 -0.14527 -2.81379 0.01 -0.01 0.00
H 4.90612 -1.43990 -0.14425 0.00 0.00 0.00
H 6.16071 -1.27997 1.96783 0.00 0.00 0.00
H 4.94430 -0.97095 4.10488 0.00 0.00 0.00
H 2.49324 -0.83080 4.11620 0.00 0.00 0.00
H 0.48361 -2.33349 4.01731 0.00 0.01 0.00
H 0.34661 -3.33748 2.54973 0.00 0.00 0.01
H -1.06265 -2.44334 3.13679 0.00 0.01 -0.01
H 0.60549 0.43189 3.92959 0.00 -0.02 0.00
H -1.02776 0.38214 3.21631 0.01 0.01 -0.01
H 0.22046 1.33620 2.40640 -0.01 0.01 0.02
F 0.78719 2.23998 -1.36933 -0.01 -0.02 -0.01
B -0.21916 2.17669 -0.41719 0.04 0.09 0.07
F -1.35242 1.63918 -1.00110 -0.04 0.03 -0.03
F -4.56214 1.89083 -3.28541 0.01 0.00 0.01
C -4.24869 1.08113 -2.26222 -0.01 0.00 0.01
C -3.96538 -0.20429 -2.46544 0.02 0.02 0.00
N -3.66386 -1.05932 -1.43040 0.00 0.01 0.04
C -3.23482 -2.41575 -1.73104 0.00 0.04 -0.08
C -1.77063 -2.52188 -2.20471 0.09 0.01 0.16
O -1.42249 -3.57832 -2.71014 -0.04 -0.01 -0.06
O -1.05500 -1.46717 -2.02906 -0.16 -0.10 -0.26
C -3.53624 -0.59115 -0.13971 -0.13 -0.03 -0.02
O -3.18369 -1.30378 0.78517 0.03 0.02 0.05
N -3.88874 0.72715 0.04339 0.07 -0.03 0.02
C -4.21067 1.66675 -0.92761 -0.03 0.01 -0.05
O -4.45441 2.82085 -0.65753 0.00 0.00 0.02
H -3.96065 -0.63202 -3.45822 0.00 0.00 0.00
H -3.87605 -2.83036 -2.50797 -0.04 0.00 0.01
H -3.35388 -3.01267 -0.83005 0.04 -0.01 -0.01
H -3.64203 1.10840 0.95223 -0.02 0.02 0.00
O -0.10747 2.57051 0.80243 0.00 -0.09 0.00
N -2.07171 3.19818 1.99574 0.02 0.07 0.01
O -1.67185 4.13694 2.59494 -0.03 -0.04 -0.04
O -2.63081 2.20590 2.37212 -0.02 -0.01 -0.01
```
Positions in Å, forces in eV/Å.

Properties
Spin multiplicity = 3
HOMO level (alpha / beta) = -3.717 / -5.812 eV
Total charge = -1
HOMO-LUMO gap (alpha / beta) = 6.110 / 7.808 eV

It is found that the ΔE to the lowest compared entry with this formula, charge and spin values, taken in the order of the records, are 398.0, 366.8, 0.0, 0.0, 267.5, 291.3, 460.0, 9.7 kJ/mol.